Entry 1:
6
Properties=species:S:1:pos:R:3 method="wB97M-V/def2-TZVPD" orbital_gap_ha="0.510 / 0.216" largest_force_ha_per_bohr=0.0758 lumo_energy_ev="-5.06 / -12.53" e_homo_ev="-18.931 / -18.413" energy_ev=-4148.007 total_charge=+1 relative_energy_kcal_mol=25.4 s2=0.75 spin_multiplicity=2
O -0.3788 8.6547 24.3883
H 0.1564 8.0546 24.9076
H -1.1582 8.8052 24.9232
O 0.6611 11.0081 25.3644
H 0.2150 11.0276 26.2110
H 0.2912 10.2479 24.9156

=====

Entry 2:
118
Properties=species:S:1:pos:R:3 method="wB97M-V/def2-TZVPD" orbital_gap_ha=0.378 largest_force_ha_per_bohr=0.0929 lumo_energy_ev=-0.19 e_homo_ev=-10.477 energy_ev=-190140.982 total_charge=0 relative_energy_kcal_mol=79.7
C 2.6532 -3.1933 -4.3703
C 3.3128 -4.4069 -3.7938
O 4.1517 -4.0288 -2.7161
C 4.8737 -4.8965 -2.0317
O 4.8813 -6.1390 -2.2007
O 5.4998 -4.1833 -0.9890
C 6.5367 -4.7412 -0.1980
H 3.4086 -2.5411 -4.8087
H 2.0649 -2.6783 -3.6109
H 1.9478 -3.4260 -5.1680
H 3.9117 -4.8986 -4.5604
H 2.5995 -5.1531 -3.4439
H 6.7719 -4.1137 0.6616
H 7.3917 -4.8909 -0.8573
H 6.2565 -5.6898 0.2601
C -5.7427 -3.2424 2.9075
C -4.9866 -2.2242 3.8084
O -3.8664 -1.6215 3.1353
C -3.0105 -0.9523 3.8780
O -3.1817 -0.5198 5.0191
O -1.7903 -1.1505 3.2895
C -0.5929 -0.7223 3.9371
H -4.9706 -3.9409 2.5849
H -6.2679 -2.8083 2.0567
H -6.5102 -3.7300 3.5085
H -4.6560 -2.7773 4.6876
H -5.7212 -1.4838 4.1248
H -0.7276 0.1790 4.5351
H 0.1442 -0.5933 3.1445
H -0.2780 -1.5314 4.5961
C 3.4194 4.9751 -3.4082
C 2.2787 4.0168 -3.0443
O 1.6665 4.4616 -1.8629
S 2.1402 6.0411 -1.4885
O 3.0398 6.0021 -0.3323
O 0.9838 6.9454 -1.4112
O 3.0142 6.2381 -2.8782
H 3.5288 5.0726 -4.4883
H 4.2690 4.5569 -2.8684
H 2.5370 2.9754 -2.8524
H 1.5263 3.9893 -3.8325
C -2.7096 -4.6973 0.4281
C -2.1626 -4.6565 1.8112
O -0.7534 -4.4679 1.6327
S -0.3909 -3.4727 0.4005
O 0.8436 -3.8226 -0.3722
O -0.5411 -2.0543 0.7715
O -1.8057 -3.9601 -0.3675
H -3.7160 -4.3075 0.2756
H -2.7473 -5.7203 0.0537
H -2.3340 -5.4918 2.4902
H -2.4973 -3.7826 2.3702
C -4.9343 1.1690 1.2265
C -5.5607 1.9173 2.4256
O -4.7264 3.0265 2.5933
S -3.1731 2.7540 2.1578
O -2.2854 2.3799 3.2897
O -2.5408 3.6223 1.1215
O -3.5538 1.3242 1.4422
H -5.2440 1.8563 0.4392
H -5.2485 0.1386 1.0597
H -5.4757 1.4887 3.4242
H -6.5786 2.2033 2.1607
C 2.7619 -0.9830 1.4256
C 4.2463 -0.8078 1.8800
O 4.2796 -1.4150 3.1888
S 2.8050 -1.5730 3.9023
O 2.5285 -0.2905 4.5868
O 2.7267 -2.7933 4.7183
O 2.1116 -1.7655 2.4159
H 2.6932 -1.5802 0.5164
H 2.2793 -0.0353 1.1869
H 4.6481 0.2050 1.8496
H 4.9350 -1.4263 1.3045
C -0.2016 1.5505 0.0212
C -1.3604 0.9074 -0.8140
O -0.7652 0.1018 -1.8151
S 0.8233 0.5372 -2.1638
O 0.9413 1.2735 -3.4536
O 1.7264 -0.6148 -1.9617
O 0.8666 1.6211 -0.9027
H 0.1455 1.1029 0.9525
H -0.5195 2.5813 0.1776
H -2.0465 1.6115 -1.2848
H -2.0157 0.2911 -0.1984
C -3.2502 5.7989 -2.9003
C -2.7416 4.9402 -1.7286
O -1.7408 4.1356 -2.3387
S -2.1859 3.6778 -3.9167
O -3.2151 2.6298 -3.8410
O -1.0521 3.5068 -4.8432
O -2.8156 5.1770 -4.1144
H -2.7295 6.7565 -2.9045
H -4.3293 5.9163 -2.9994
H -3.4617 4.1780 -1.4312
H -2.3756 5.4865 -0.8593
C -0.8038 -2.0180 -4.4027
C -2.0944 -1.2946 -4.4171
O -2.6384 -1.6439 -5.6866
S -1.5025 -1.8946 -6.8369
O -0.9929 -0.6196 -7.2958
O -1.9126 -2.9086 -7.7812
O -0.5477 -2.5608 -5.6302
H -0.8138 -2.7776 -3.6210
H 0.0138 -1.3736 -4.0795
H -1.9445 -0.2153 -4.4446
H -2.8035 -1.5922 -3.6446
C 3.3580 2.4240 6.1031
C 4.4955 2.4691 5.0936
O 3.9564 2.1737 3.8781
S 2.5644 3.0593 3.7383
O 1.5920 2.3493 2.9044
O 2.8169 4.4442 3.3606
O 2.2954 2.9411 5.3662
H 3.5299 3.0623 6.9697
H 3.1269 1.4529 6.5407
H 5.2531 1.7485 5.4016
H 4.9682 3.4510 5.0752

=====

Entry 3:
90
Properties=species:S:1:pos:R:3 method="wB97M-V/def2-TZVPD" orbital_gap_ha=0.339 largest_force_ha_per_bohr=0.0099 lumo_energy_ev=-0.01 e_homo_ev=-9.224 energy_ev=-641894.182 total_charge=0
C 1.1498 2.5483 -0.5515
O 0.4774 1.9161 -1.6151
C -0.9381 2.0215 -1.5275
C -1.4820 0.7476 -2.1507
C -2.9860 0.5998 -2.1276
F -0.9519 -0.2994 -1.3663
C -1.3667 3.3416 -2.1950
C -2.8041 3.8317 -1.9476
C -3.2813 3.7327 -0.4931
C -2.9265 4.9541 0.3705
S -1.5452 4.6141 1.5088
N -0.9863 3.2948 -3.6073
F -2.0971 2.8190 -4.3600
H 0.7074 2.3058 0.4208
H 1.2086 3.6365 -0.6861
H 2.1741 2.1774 -0.5461
H -1.1957 2.0134 -0.4626
H -1.0522 0.6231 -3.1456
H -3.3733 0.9032 -1.1548
H -3.4236 1.2260 -2.9062
H -3.2739 -0.4262 -2.3452
H -0.7116 4.1076 -1.7650
H -2.8145 4.8930 -2.2185
H -3.5204 3.3577 -2.6109
H -2.9060 2.8449 0.0113
H -4.3662 3.6232 -0.5095
H -2.7074 5.8327 -0.2357
H -3.7660 5.2080 1.0180
H -0.8240 3.8833 0.6506
H -0.8685 4.2381 -3.9665
C 5.2127 1.4314 -0.0804
Cl 5.0363 3.1316 -0.5270
Cl 6.9237 1.0639 0.1556
Cl 4.3315 1.1253 1.4210
Cl 4.5551 0.4143 -1.3648
C 0.1055 -3.6629 -3.9872
Cl 0.9989 -4.1530 -5.4332
Cl -1.2950 -2.6922 -4.4544
Cl -0.4338 -5.1150 -3.1412
Cl 1.1595 -2.7216 -2.9385
C -7.3836 4.4201 -1.7852
Cl -6.4729 2.9515 -2.1554
Cl -6.9757 5.6713 -2.9618
Cl -9.1110 4.0767 -1.8555
Cl -6.9604 4.9811 -0.1616
C -3.3312 -4.2568 -0.1366
Cl -2.4760 -5.3373 0.9713
Cl -2.3514 -2.8178 -0.4120
Cl -3.6113 -5.1120 -1.6580
Cl -4.8841 -3.7845 0.5645
C 3.9153 -8.0555 -5.0449
Cl 2.8492 -6.6471 -5.0416
Cl 5.5863 -7.5352 -5.2827
Cl 3.7681 -8.8869 -3.4924
Cl 3.4476 -9.1518 -6.3492
C 5.1695 -9.4151 0.7768
Cl 6.6448 -9.5487 -0.1834
Cl 3.7701 -9.7237 -0.2575
Cl 5.2045 -10.5990 2.0856
Cl 5.0489 -7.7893 1.4533
C -0.0563 1.3636 3.5463
Cl -0.5521 0.6243 2.0186
Cl -1.4707 1.6744 4.5479
Cl 1.0553 0.2828 4.3902
Cl 0.7580 2.9049 3.2263
C 0.3258 -7.9208 3.5010
Cl 1.2381 -7.9581 1.9927
Cl -1.2352 -7.1311 3.2356
Cl 0.0538 -9.5704 4.0732
Cl 1.2363 -7.0184 4.7161
C -1.9419 -9.3064 -0.8321
Cl -1.4051 -10.7591 -1.6846
Cl -1.9547 -9.6160 0.9067
Cl -0.8338 -7.9778 -1.1900
Cl -3.5693 -8.8754 -1.3632
C 7.3131 6.3907 0.8829
Cl 6.7101 5.9172 2.4732
Cl 5.9673 6.4344 -0.2615
Cl 8.0541 7.9892 0.9809
Cl 8.5080 5.2138 0.3318
C -0.8725 4.3870 7.8296
Cl -0.2964 4.4920 6.1687
Cl -2.6111 4.7007 7.8721
Cl -0.5519 2.7702 8.4653
Cl -0.0341 5.5875 8.8215
C 1.5548 7.7020 3.4610
Cl 1.4056 7.2457 5.1590
Cl -0.0403 8.1021 2.8183
Cl 2.6195 9.1034 3.3105
Cl 2.2363 6.3488 2.5483

=====

Entry 4:
9
Properties=species:S:1:pos:R:3 method="wB97M-V/def2-TZVPD" orbital_gap_ha="0.240 / 0.293" largest_force_ha_per_bohr=0.0383 lumo_energy_ev="4.21 / 3.89" e_homo_ev="-2.322 / -4.089" energy_ev=-9754.107 total_charge=-1 relative_energy_kcal_mol=22.6 s2=0.76 spin_multiplicity=2
O -1.0495 1.8825 -1.6416
C -0.4535 0.8238 -1.4389
N -0.5298 0.0205 -0.3658
C 0.8470 -0.6991 1.1681
O 0.1459 -0.2518 2.2327
O 1.9021 -1.2605 1.1763
H 0.1088 0.3572 -2.2952
H -0.3382 -0.9456 -0.5762
H -0.6325 0.0730 1.7406

=====

Entry 5:
89
Properties=species:S:1:pos:R:3 method="wB97M-V/def2-TZVPD" orbital_gap_ha="0.180 / 0.180" largest_force_ha_per_bohr=0.0859 lumo_energy_ev="-0.26 / -0.25" e_homo_ev="-5.149 / -5.149" energy_ev=-96656.844 total_charge=0 relative_energy_kcal_mol=153.9 s2=0.75 spin_multiplicity=2
C -1.9609 -0.0969 -5.7305
C -1.4175 -0.8979 -4.5693
H -2.1698 -0.5988 -6.7033
H -1.1713 0.6224 -5.9722
H -2.8975 0.4036 -5.4971
C -0.7102 -2.0255 -4.8200
C 0.0047 -2.3961 -6.1397
H -0.4663 -2.8348 -4.1015
H 0.7386 -1.5875 -6.4201
H -0.6954 -2.5820 -7.0046
H 0.6214 -3.3356 -6.0424
Ce 2.8151 0.5459 1.0227
Cl 4.2150 2.7212 1.4370
C 0.5639 -1.7432 1.9156
O 1.6321 -1.0755 2.0653
N 0.4602 -2.9627 2.3537
C 1.6770 -3.6895 2.6985
C -0.8354 -3.5683 2.5505
H -0.3123 -1.2903 1.4045
H 2.4820 -2.9559 2.8602
H 2.0002 -4.3498 1.8760
H 1.5497 -4.2618 3.6123
H -1.5860 -2.8083 2.3031
H -1.0069 -3.8773 3.5823
H -1.0060 -4.4206 1.8910
H 0.3291 2.5775 6.1778
H -1.7529 4.4295 4.0406
C 0.6225 3.5100 5.6710
C -0.6918 4.6788 4.0135
N 0.2056 3.6033 4.2843
H 1.7039 3.6081 5.7225
C 0.7309 2.9839 3.1867
O 1.2964 1.8918 3.1467
H -0.5570 5.0977 3.0169
H 0.5203 3.5920 2.2966
H 0.2006 4.3829 6.1414
H -0.5332 5.4802 4.7108
H 1.3120 -0.1958 -3.0237
H 2.1773 -2.9055 -4.2022
C 2.3961 -0.2521 -3.2098
C 3.1189 -2.5288 -3.8066
N 2.9579 -1.5371 -2.7763
H 2.9014 0.5510 -2.6623
C 3.3694 -1.7594 -1.5105
O 3.7441 -0.8892 -0.6645
H 3.7130 -3.3845 -3.4893
H 3.3087 -2.7921 -1.1199
H 2.5600 -0.2064 -4.2937
H 3.6355 -2.0643 -4.6380
O -1.2178 1.0083 -2.5301
C -1.6841 -0.2212 -3.0908
C -0.3531 -2.0536 -2.0719
C -1.6448 -1.5149 -2.1576
H 0.4346 -1.5225 -2.6115
C -0.0444 -3.3123 -1.5545
H -2.7483 0.0324 -3.1228
C -2.6564 -2.3337 -1.6049
H 0.9880 -3.6669 -1.6252
C -1.0115 -3.9741 -0.8450
C -2.3105 -3.5195 -0.8620
H -3.7113 -2.0727 -1.6905
H -0.7424 -4.8715 -0.2435
H -3.0497 -3.9930 -0.2335
Si -1.4928 2.6821 -2.5662
Cl 1.0649 -0.2501 -0.4876
C 0.1902 3.5515 -2.3477
C -2.0918 3.6957 -0.9544
C -2.3504 2.6873 -4.1737
H 0.9731 3.0467 -2.8887
H 0.5340 3.5793 -1.3163
H 0.1744 4.5982 -2.6473
H -1.5829 2.4745 -4.9145
H -2.8487 3.6114 -4.4147
H -3.0942 1.8810 -4.1945
H -2.6125 3.0722 -0.2061
H -2.6824 4.6076 -1.1112
H -1.2175 4.0778 -0.4147
Te -2.3075 0.6846 1.0528
C -2.4684 1.2530 3.0225
C -3.5544 2.0772 3.4050
C -3.8130 2.2371 4.7704
C -2.9822 1.6266 5.7294
C -1.8672 0.8688 5.3315
C -1.5538 0.7488 3.9731
H -4.1438 2.5416 2.6152
H -4.6625 2.8226 5.1026
H -3.1912 1.7538 6.7922
H -1.2389 0.3790 6.0747
H -0.6506 0.2583 3.6085

=====

Entry 6:
17
Properties=species:S:1:pos:R:3 method="wB97M-V/def2-TZVPD" orbital_gap_ha=0.326 largest_force_ha_per_bohr=0.0247 lumo_energy_ev=0.35 e_homo_ev=-8.529 energy_ev=-19700.976 total_charge=0 relative_energy_kcal_mol=76.7 smiles="C#CC(C)=O.CSN"
C -0.9653 1.4295 -0.8474
C -1.3229 0.8379 0.1371
C -1.5936 0.0538 1.3136
C -2.9587 -0.5831 1.3110
O -0.7860 -0.0736 2.2027
H -0.7253 1.9954 -1.6994
H -3.7217 0.1936 1.2743
H -3.0893 -1.1853 2.2071
H -3.0716 -1.2054 0.4244
C 1.9592 0.6305 0.1327
S 1.4302 0.3288 -1.5764
N 2.6606 -0.7949 -1.9968
H 3.0325 0.7865 0.1239
H 1.6957 -0.2208 0.7504
H 1.4438 1.5173 0.4825
H 2.2470 -1.6661 -2.3101
H 3.2479 -0.4211 -2.7391